[1]
Below is C28H56Br2NiO14S6 as an isolated structure, with properties calculated with wB97M-V/def2-TZVPD.

CARTESIAN COORDINATES (ANGSTROEM)
Ni1 1.076 -1.093 -0.972
O1 0.761 0.878 -0.337
C1 -0.634 0.967 0.062
C2 -1.585 -0.414 0.060
O2 -0.999 -1.527 -0.623
H1 -1.089 1.727 -0.573
H2 -0.665 1.480 1.023
H3 -2.576 -0.222 -0.350
H4 -1.754 -0.782 1.072
C3 -2.580 -0.547 -4.219
C4 -2.098 0.595 -5.218
C5 -0.674 0.970 -4.631
S1 0.054 -0.615 -4.236
O3 0.760 -0.624 -2.934
O4 0.790 -1.053 -5.426
C6 -1.479 -1.645 -4.152
H5 -3.475 -0.984 -4.663
H6 -2.887 -0.154 -3.250
H7 -2.752 1.466 -5.178
H8 -1.972 0.176 -6.217
H9 -0.734 1.478 -3.669
H10 0.068 1.512 -5.218
H11 -1.385 -2.096 -3.164
H12 -1.581 -2.339 -4.986
C7 -2.889 -3.926 2.310
C8 -3.545 -2.643 2.729
C9 -2.494 -1.774 3.591
S2 -1.152 -2.914 4.215
O5 -1.170 -2.985 5.669
O6 0.120 -2.720 3.446
C10 -1.947 -4.393 3.440
H13 -2.265 -3.638 1.465
H14 -3.621 -4.641 1.934
H15 -4.359 -2.938 3.392
H16 -3.953 -2.011 1.940
H17 -3.035 -1.210 4.351
H18 -2.023 -0.892 3.157
H19 -2.496 -4.734 4.318
H20 -1.253 -5.229 3.360
C11 3.077 2.807 5.209
C12 3.432 2.865 3.738
C13 2.402 1.959 2.944
S3 1.431 1.000 4.185
O7 1.504 -0.471 3.976
O8 0.159 1.630 4.399
C14 2.480 1.421 5.590
H21 2.347 3.592 5.405
H22 3.865 2.939 5.950
H23 4.442 2.487 3.581
H24 3.587 3.887 3.390
H25 3.006 1.194 2.457
H26 1.636 2.238 2.221
H27 3.165 0.573 5.587
H28 1.864 1.271 6.476
C15 1.691 -6.211 -0.621
C16 0.238 -6.176 -0.346
C17 -0.304 -4.824 -0.733
S4 0.548 -4.278 -2.225
O9 1.184 -2.958 -1.995
O10 -0.256 -4.462 -3.449
C18 1.797 -5.686 -2.085
H29 2.146 -7.194 -0.497
H30 2.341 -5.585 -0.009
H31 0.077 -6.217 0.731
H32 -0.215 -6.992 -0.910
H33 -0.117 -4.092 0.053
H34 -1.367 -4.727 -0.952
H35 2.730 -5.354 -2.541
H36 1.395 -6.397 -2.807
C19 -4.777 2.232 -0.044
C20 -3.769 3.474 -0.278
C21 -3.432 3.601 -1.707
S5 -4.985 3.231 -2.689
O11 -4.668 2.394 -3.823
O12 -5.658 4.529 -2.863
C22 -5.822 2.370 -1.209
H37 -5.165 2.296 0.973
H38 -4.189 1.315 -0.077
H39 -2.940 3.189 0.371
H40 -4.261 4.402 0.013
H41 -2.769 2.761 -1.915
H42 -3.121 4.577 -2.080
H43 -6.302 1.440 -1.516
H44 -6.617 3.045 -0.894
C23 5.226 2.289 -0.695
C24 5.409 1.213 0.365
C25 5.440 -0.137 -0.433
S6 4.236 0.099 -1.841
O13 3.025 -0.647 -1.552
O14 4.906 -0.178 -3.089
C26 3.997 1.901 -1.541
H45 6.090 2.287 -1.360
H46 5.144 3.258 -0.202
H47 4.581 1.328 1.065
H48 6.300 1.395 0.966
H49 5.020 -0.977 0.120
H50 6.460 -0.375 -0.737
H51 3.166 1.988 -0.841
H52 3.816 2.594 -2.363
Br1 2.092 5.658 2.161
C27 0.675 5.427 0.769
C28 1.147 4.535 -0.403
Br2 2.846 5.229 -1.219
H53 0.568 6.448 0.403
H54 -0.217 5.003 1.228
H55 0.461 4.541 -1.251
H56 1.297 3.512 -0.056

Properties
* energy above the lowest of the compared OMol25 structures with the same formula, charge and spin: 4.006 eV
* total energy: -304741.9036 eV
* HOMO level (alpha / beta): -7.58 / -7.47 eV
* <S²>: 2.00
* spin multiplicity: 3
* LUMO level (alpha / beta): 0.271 / 0.264 eV
* molar mass: 1027.64 g mol⁻¹

***

[2]
Below is a 2-piece molecular cluster, C28H56F2N2O6P3S2Si overall, with properties calculated with wB97M-V/def2-TZVPD.

CARTESIAN COORDINATES (ANGSTROEM)
C1 6.675 1.125 2.738
C2 5.227 1.117 3.424
C3 5.333 0.421 4.876
C4 4.086 0.343 2.597
C5 4.579 -1.009 1.886
C6 5.096 -0.779 0.356
C7 3.543 -2.242 2.004
O1 2.167 -1.864 2.218
C8 1.295 -2.306 1.131
C9 1.714 -1.778 -0.306
N1 1.443 -0.340 -0.594
C10 -0.108 -1.565 1.521
N2 -1.249 -2.010 0.637
C11 -2.356 -0.983 0.547
F1 -3.554 -1.507 -0.032
F2 -2.557 -0.254 1.740
C12 -1.830 0.114 -0.535
C13 -2.965 1.162 -0.976
Si1 -2.981 2.809 0.002
C14 -4.085 4.087 -0.963
C15 -1.259 3.643 0.171
C16 -3.877 2.595 1.712
C17 -5.333 1.992 1.715
C18 -6.011 1.786 3.097
C19 -5.247 2.166 4.393
C20 -3.821 2.783 4.389
C21 -3.123 2.994 3.002
C22 -1.661 -3.362 1.131
S1 -2.942 -3.332 2.511
C23 -0.485 -4.314 1.666
P1 -1.027 -6.081 1.256
S2 -0.506 -7.363 2.666
C24 1.026 -3.905 1.260
P2 1.710 -5.000 -0.118
C25 2.326 -6.586 0.795
O2 3.161 -4.450 -0.835
H1 7.151 0.071 2.774
H2 6.620 1.496 1.661
H3 7.400 1.807 3.323
H4 4.883 2.212 3.552
H5 5.698 1.136 5.686
H6 4.307 0.030 5.209
H7 6.013 -0.502 4.761
H8 3.197 0.201 3.298
H9 3.738 1.050 1.747
H10 5.529 -1.344 2.457
H11 6.115 -0.238 0.424
H12 5.315 -1.793 -0.126
H13 4.406 -0.103 -0.250
H14 3.873 -2.835 2.944
H15 3.745 -2.929 1.118
H16 2.818 -1.961 -0.595
H17 1.109 -2.389 -1.087
H18 1.587 -0.242 -1.619
H19 2.136 0.273 -0.141
H20 -0.310 -1.768 2.642
H21 -0.011 -0.415 1.481
H22 -0.958 -2.148 -0.360
H23 -0.938 0.700 -0.136
H24 -1.461 -0.396 -1.507
H25 -4.030 0.754 -0.976
H26 -2.735 1.442 -2.077
H27 -3.464 4.831 -1.569
H28 -4.827 3.586 -1.672
H29 -4.708 4.724 -0.225
H30 -0.871 3.894 -0.889
H31 -0.569 2.931 0.741
H32 -1.371 4.658 0.713
H33 -5.790 1.718 0.710
H34 -7.061 1.319 3.125
H35 -5.787 1.963 5.388
H36 -3.278 3.044 5.362
H37 -2.063 3.437 2.936
H38 -2.170 -3.909 0.253
H39 -4.142 -3.471 1.791
H40 -0.531 -4.245 2.821
H41 -2.479 -6.062 1.310
H42 -0.698 -6.524 -0.063
H43 1.655 -4.199 2.193
H44 1.594 -7.460 0.637
H45 2.330 -6.357 1.917
H46 3.402 -6.843 0.499
H47 3.828 -5.170 -0.842
C26 -1.046 1.397 -5.634
O3 -0.969 2.651 -6.294
P3 -2.143 3.703 -5.988
O4 -2.378 3.964 -4.550
O5 -3.402 3.112 -6.776
C27 -3.235 2.684 -8.122
O6 -1.724 4.980 -6.853
C28 -0.892 5.942 -6.213
H48 -0.561 0.645 -6.258
H49 -0.525 1.456 -4.675
H50 -2.084 1.095 -5.468
H51 -3.094 1.601 -8.136
H52 -2.381 3.165 -8.603
H53 -4.139 2.930 -8.680
H54 -0.387 6.531 -6.979
H55 -0.140 5.460 -5.585
H56 -1.509 6.606 -5.605

Properties
* total energy: -108047.4354 eV
* HOMO level: -10.50 eV
* net charge: +1
* LUMO level: -2.730 eV
* molar mass: 739.90 g mol⁻¹

***

[3]
Below is a 5-piece molecular cluster, C28H56F9N3O10P3S overall, with properties calculated with wB97M-V/def2-TZVPD.

CARTESIAN COORDINATES (ANGSTROEM)
O1 5.548 -7.198 3.962
C1 5.122 -6.516 3.115
O2 5.317 -6.700 1.777
C2 6.701 -6.575 1.387
C3 6.859 -5.610 0.190
C4 6.678 -4.142 0.721
C5 5.897 -3.196 -0.258
N1 4.840 -2.348 0.294
C6 3.473 -2.912 0.412
C7 3.329 -4.398 0.739
C8 1.893 -4.827 0.281
C9 0.788 -4.009 0.994
C10 -0.608 -4.631 0.727
F1 -0.490 -5.275 -0.476
F2 -0.917 -5.588 1.599
C11 -1.739 -3.588 0.496
F3 -2.671 -4.175 -0.250
F4 -1.336 -2.547 -0.211
S1 -2.610 -2.945 2.034
F5 -3.287 -4.341 2.305
F6 -1.362 -3.247 2.978
F7 -2.010 -1.468 1.803
F8 -3.847 -2.501 1.118
F9 -3.384 -2.379 3.294
C12 5.221 -1.425 1.235
N2 6.082 -1.604 2.354
P1 5.376 -2.460 3.670
O3 3.987 -2.886 3.440
N3 4.798 -0.216 1.072
P2 3.793 0.336 -0.257
P3 2.818 2.109 0.586
O4 3.759 2.585 1.596
O5 2.533 3.160 -0.574
O6 1.392 1.664 1.218
H1 4.510 -5.633 3.409
H2 7.088 -7.574 1.144
H3 7.266 -6.207 2.257
H4 6.031 -5.803 -0.507
H5 7.836 -5.760 -0.280
H6 7.661 -3.730 0.997
H7 6.061 -4.245 1.630
H8 5.477 -3.831 -1.050
H9 6.648 -2.576 -0.776
H10 2.950 -2.739 -0.550
H11 2.919 -2.318 1.152
H12 3.381 -4.644 1.803
H13 4.011 -5.070 0.207
H14 1.873 -4.654 -0.805
H15 1.729 -5.886 0.515
H16 0.833 -2.961 0.673
H17 0.969 -4.026 2.080
H18 7.008 -1.937 2.093
H19 6.292 -3.508 3.963
H20 5.436 -1.595 4.791
H21 5.084 0.501 1.748
H22 2.732 -0.557 -0.534
H23 1.557 3.196 -0.692
H24 1.563 1.618 2.177
C13 -5.342 -4.998 -1.465
C14 -6.806 -5.258 -1.784
C15 -6.704 -6.231 -2.948
O7 -5.499 -6.980 -2.752
C16 -4.721 -6.363 -1.722
H25 -5.169 -4.638 -0.452
H26 -4.933 -4.263 -2.164
H27 -7.292 -5.742 -0.933
H28 -7.370 -4.359 -2.030
H29 -6.622 -5.701 -3.903
H30 -7.553 -6.913 -3.003
H31 -4.775 -6.997 -0.831
H32 -3.679 -6.299 -2.040
C17 -0.893 6.263 -2.695
C18 -0.627 5.262 -3.813
C19 -0.183 4.037 -3.032
O8 -0.855 4.078 -1.768
C20 -1.463 5.375 -1.606
H33 -1.566 7.070 -2.980
H34 0.047 6.705 -2.361
H35 -1.555 5.046 -4.350
H36 0.113 5.598 -4.538
H37 0.897 4.062 -2.839
H38 -0.423 3.103 -3.543
H39 -2.547 5.254 -1.719
H40 -1.258 5.753 -0.608
C21 -0.379 9.770 1.266
C22 -1.853 9.532 0.974
C23 -1.788 8.651 -0.262
O9 -0.575 7.887 -0.163
C24 0.234 8.431 0.889
H41 -0.176 10.054 2.298
H42 0.007 10.556 0.613
H43 -2.311 8.984 1.801
H44 -2.423 10.446 0.814
H45 -1.736 9.251 -1.176
H46 -2.641 7.973 -0.340
H47 0.208 7.732 1.732
H48 1.265 8.523 0.545
C25 -6.070 4.384 -1.741
C26 -6.746 4.864 -0.465
C27 -6.010 6.167 -0.194
O10 -5.627 6.695 -1.469
C28 -5.823 5.693 -2.473
H49 -6.669 3.681 -2.319
H50 -5.118 3.903 -1.499
H51 -7.803 5.064 -0.657
H52 -6.678 4.158 0.362
H53 -5.099 5.995 0.390
H54 -6.626 6.897 0.332
H55 -6.692 5.982 -3.074
H56 -4.948 5.652 -3.124

Properties
* total energy: -118040.4093 eV
* HOMO level: -10.55 eV
* net charge: +1
* LUMO level: -4.112 eV
* molar mass: 890.74 g mol⁻¹

***

[4]
Below is a 6-piece molecular cluster, C28H56NO11 overall, with properties calculated with wB97M-V/def2-TZVPD.

CARTESIAN COORDINATES (ANGSTROEM)
C1 -1.222 0.097 2.406
C2 0.292 -0.118 2.553
C3 0.853 -0.954 1.398
C4 0.689 -0.635 3.931
C5 0.195 -2.061 4.227
N1 0.105 -2.238 5.656
C6 -0.308 -3.544 5.985
C7 0.853 -4.463 5.691
C8 0.449 -6.116 5.507
O1 0.958 -4.966 4.491
H1 -1.710 -0.806 2.042
H2 -1.387 0.884 1.671
H3 -1.638 0.444 3.351
H4 0.739 0.879 2.438
H5 0.647 -0.389 0.484
H6 1.922 -1.067 1.532
H7 0.332 -1.904 1.313
H8 0.274 0.030 4.693
H9 1.772 -0.610 4.085
H10 0.939 -2.741 3.779
H11 -0.790 -2.194 3.730
H12 -0.458 -3.658 7.067
H13 -1.144 -3.963 5.388
H14 1.790 -4.249 6.217
H15 0.829 -6.891 4.826
H16 1.284 -6.317 6.249
O2 -1.229 1.505 -0.756
C9 -2.383 1.537 -1.075
O3 -3.043 0.372 -1.272
C10 -4.457 0.319 -1.476
C11 -4.807 0.519 -2.937
C12 -3.101 2.836 -1.355
H17 -4.976 1.025 -0.828
H18 -4.768 -0.676 -1.161
H19 -4.500 1.504 -3.292
H20 -5.883 0.416 -3.089
H21 -4.294 -0.222 -3.552
H22 -2.923 3.132 -2.387
H23 -2.693 3.600 -0.700
H24 -4.172 2.796 -1.174
O4 -5.910 -2.819 0.309
C13 -4.886 -3.445 0.209
O5 -4.230 -3.807 1.312
C14 -3.108 -4.706 1.295
C15 -1.819 -3.968 1.023
C16 -4.290 -3.745 -1.149
H25 -3.279 -5.524 0.592
H26 -3.078 -5.151 2.288
H27 -1.828 -3.494 0.039
H28 -0.966 -4.646 1.071
H29 -1.677 -3.179 1.761
H30 -3.685 -2.895 -1.464
H31 -5.110 -3.875 -1.851
H32 -3.687 -4.649 -1.191
O6 2.654 -3.049 0.397
C17 3.345 -2.619 -0.476
O7 4.631 -3.054 -0.566
C18 5.480 -2.754 -1.667
C19 6.182 -1.423 -1.490
C20 2.866 -1.539 -1.419
H33 4.934 -2.806 -2.611
H34 6.215 -3.558 -1.688
H35 5.473 -0.597 -1.453
H36 6.878 -1.242 -2.311
H37 6.737 -1.416 -0.551
H38 3.026 -0.568 -0.951
H39 1.800 -1.677 -1.575
H40 3.346 -1.555 -2.395
O8 6.674 2.278 -3.107
C21 7.427 2.469 -2.195
O9 7.016 3.197 -1.141
C22 7.759 3.309 0.074
C23 8.788 4.418 0.008
C24 8.859 1.982 -2.243
H41 8.202 2.350 0.347
H42 7.019 3.537 0.839
H43 9.538 4.226 -0.760
H44 9.296 4.523 0.966
H45 8.305 5.363 -0.239
H46 9.465 2.721 -2.766
H47 8.878 1.050 -2.802
H48 9.294 1.782 -1.267
O10 -3.534 5.984 -2.362
C25 -4.691 5.966 -2.668
O11 -5.296 4.773 -2.846
C26 -6.706 4.624 -3.016
C27 -7.121 4.784 -4.463
C28 -5.464 7.236 -2.943
H49 -7.250 5.298 -2.352
H50 -6.928 3.611 -2.680
H51 -6.900 5.785 -4.836
H52 -8.191 4.604 -4.575
H53 -6.579 4.076 -5.090
H54 -5.303 7.526 -3.981
H55 -5.073 8.015 -2.295
H56 -6.531 7.157 -2.751

Properties
* total energy: -53951.2849 eV
* HOMO level: -1.92 eV
* net charge: -1
* LUMO level: 1.683 eV
* molar mass: 582.75 g mol⁻¹